Below is C2KLiO4 as an isolated structure at a distorted geometry, with properties calculated with ωB97M-V/def2-TZVPD.

Positions of all 8 atoms, in Å:
O (1.752, 0.270, 0.768)
C (2.091, -0.110, -0.251)
O (2.449, -0.473, -1.445)
O (-1.639, 0.782, -2.989)
O (-2.111, -1.535, -2.407)
C (-1.794, -0.308, -2.693)
Li (-1.318, 0.084, 5.727)
K (0.569, 1.289, 3.290)

## Properties
**HOMO energy**: -0.162 Ha
**HOMO-LUMO gap**: 3.91 eV

=====

Below is one molecule with the formula C2H6BN at a distorted geometry, with properties calculated with ωB97M-V/def2-TZVPD.

Positions of all 10 atoms, in Å:
C (-2.498, -0.120, 0.092)
B (-1.120, -0.026, 0.151)
N (0.256, 0.159, -0.294)
C (1.670, -0.052, 0.179)
H (-3.182, -0.816, -0.170)
H (-3.093, 0.677, 0.436)
H (0.159, 0.474, -1.218)
H (2.013, 0.940, 0.642)
H (1.772, -0.922, 0.841)
H (2.323, -0.227, -0.851)

## Properties
**HOMO energy**: -0.304 Ha
**SMILES**: C=BNC
**HOMO-LUMO gap**: 8.80 eV

=====

Below is a 2-piece molecular cluster, C2H4ClP overall at a distorted geometry, with properties calculated with ωB97M-V/def2-TZVPD.

Positions of all 8 atoms, in Å:
C (0.851, -0.240, -0.704)
C (0.700, -0.003, 0.707)
P (0.585, 0.478, 2.219)
H (1.838, -0.415, -0.902)
H (0.625, 0.811, -1.166)
H (0.367, -1.064, -1.055)
Cl (-2.628, -0.043, -0.095)
H (-2.337, 0.476, 0.998)

## Properties
**HOMO energy**: -0.347 Ha
**SMILES**: CC#P.Cl
**HOMO-LUMO gap**: 10.02 eV

=====

Below is C7H18ClI2IrOP2 as an isolated structure at a distorted geometry, with properties calculated with ωB97M-V/def2-TZVPD.

Positions of all 32 atoms, in Å:
I (-0.046, 4.450, 1.970)
I (1.727, 4.426, 0.125)
Ir (-0.214, -0.502, -0.289)
P (-1.617, 0.750, -1.474)
C (-1.497, 2.547, -1.182)
C (-1.262, 0.508, -3.263)
H (-3.381, -0.806, -1.043)
H (-4.045, 0.688, -1.818)
H (-3.572, 0.699, -0.094)
C (-3.344, 0.286, -1.080)
H (-1.139, -0.563, -3.436)
H (-2.066, 0.910, -3.909)
H (-2.201, 3.068, -1.813)
H (-0.458, 2.900, -1.384)
H (-0.324, 1.022, -3.497)
H (-1.661, 2.776, -0.130)
C (0.452, 0.897, 0.649)
O (0.998, 1.626, 1.338)
Cl (-0.968, -2.515, -1.219)
C (2.348, -0.383, 2.261)
P (1.436, -1.531, 1.199)
C (2.693, -2.346, 0.217)
C (0.561, -2.589, 2.404)
H (2.906, 0.315, 1.648)
H (3.068, -0.903, 2.882)
H (1.678, 0.147, 2.929)
H (3.346, -2.952, 0.865)
H (2.223, -2.984, -0.531)
H (3.275, -1.568, -0.262)
H (1.261, -3.199, 2.966)
H (-0.020, -1.948, 3.096)
H (-0.158, -3.226, 1.874)

## Properties
**Charge**: +3
**<S²>**: 8.77
**HOMO energy (alpha / beta)**: -0.655 / -0.748 Ha
**Spin multiplicity**: 6
**HOMO-LUMO gap (alpha / beta)**: 7.11 / 6.29 eV

=====

Below is C6H12O2S3 as an isolated structure at a distorted geometry, with properties calculated with ωB97M-V/def2-TZVPD.

Positions of all 23 atoms, in Å:
C (-0.155, -1.153, 0.998)
C (-1.048, -0.642, -0.935)
C (-1.362, -0.416, 0.556)
C (0.323, -1.206, -0.572)
C (-1.438, 1.057, 1.021)
C (3.095, 0.638, 0.618)
O (0.943, 1.293, -1.720)
O (2.516, -0.588, -1.835)
S (4.315, 1.298, -0.419)
S (3.344, -1.013, 1.285)
S (1.520, 0.127, -1.038)
H (0.533, -0.504, 1.554)
H (-0.260, -2.084, 1.512)
H (-1.419, -1.467, -1.452)
H (-1.089, 0.187, -1.665)
H (-2.249, -0.773, 0.849)
H (0.679, -2.223, -0.841)
H (-0.473, 1.557, 0.928)
H (-1.860, 1.000, 2.058)
H (-2.178, 1.536, 0.587)
H (2.752, 1.253, 1.458)
H (4.104, 0.361, -1.493)
H (3.609, -1.681, 0.130)

## Properties
**HOMO energy (alpha / beta)**: -0.320 / -0.320 Ha
**HOMO-LUMO gap (alpha / beta)**: 8.28 / 8.28 eV

=====

Below is a 2-piece molecular cluster, C6H9N3O2 overall at a distorted geometry, with properties calculated with ωB97M-V/def2-TZVPD.

Positions of all 20 atoms, in Å:
N (-0.416, -0.011, 1.934)
C (0.459, -0.205, 0.857)
C (1.161, -1.364, 0.518)
C (1.806, -1.484, -0.715)
C (1.827, -0.453, -1.649)
C (1.136, 0.705, -1.265)
C (0.498, 0.863, -0.090)
N (-0.287, 2.008, 0.088)
H (-0.269, 0.636, 2.661)
H (-0.592, -0.897, 2.389)
H (1.382, -2.152, 1.372)
H (2.147, -2.490, -1.043)
H (2.292, -0.550, -2.651)
H (1.094, 1.654, -1.861)
H (-0.854, 2.130, 0.883)
H (-0.395, 2.502, -0.720)
O (-3.391, -0.319, -1.588)
N (-2.816, 0.200, -0.696)
O (-2.785, -0.572, 0.441)
H (-2.001, -0.199, 1.134)

## Properties
**HOMO energy**: -0.297 Ha
**SMILES**: Nc1ccccc1N.O=NO
**HOMO-LUMO gap**: 8.72 eV

=====

Below is C42H57IN5OSiTi as an isolated structure at a distorted geometry, with properties calculated with ωB97M-V/def2-TZVPD.

Positions of all 108 atoms, in Å:
Ti (-0.379, 0.563, 1.101)
I (1.706, -0.823, -0.453)
C (1.498, 2.036, -0.218)
C (2.404, 2.458, -1.163)
C (2.859, 3.802, -1.252)
C (2.420, 4.767, -0.382)
C (1.495, 4.407, 0.631)
C (0.982, 5.302, 1.603)
C (0.095, 4.858, 2.553)
C (-0.348, 3.511, 2.548)
C (0.126, 2.626, 1.605)
C (1.067, 3.061, 0.673)
H (2.813, 1.757, -1.897)
H (3.567, 4.069, -2.031)
H (2.772, 5.791, -0.455)
H (1.303, 6.340, 1.589)
H (-0.289, 5.549, 3.298)
H (-1.098, 3.226, 3.285)
C (-4.434, 3.852, 0.164)
C (-2.966, 3.804, 0.591)
C (-2.028, 3.927, -0.583)
C (-1.787, 5.183, -1.130)
C (-0.988, 5.329, -2.252)
C (-0.447, 4.211, -2.862)
C (-0.662, 2.935, -2.351)
C (-0.139, 1.725, -3.077)
C (-1.114, 1.217, -4.139)
C (-1.425, 2.821, -1.192)
N (-1.596, 1.522, -0.596)
C (-2.671, 0.881, -0.882)
C (-2.986, -0.342, -0.195)
C (-4.148, -1.104, -0.189)
C (-3.965, -2.074, 0.814)
C (-2.705, -1.844, 1.354)
N (-2.095, -0.799, 0.748)
H (-5.101, 3.782, 1.027)
H (-4.676, 3.032, -0.516)
H (-4.662, 4.781, -0.361)
H (-2.767, 2.883, 1.134)
H (-2.751, 4.615, 1.292)
H (-2.226, 6.056, -0.657)
H (-0.788, 6.315, -2.655)
H (0.170, 4.319, -3.748)
H (0.086, 0.934, -2.359)
H (0.814, 1.989, -3.540)
H (-2.061, 0.903, -3.692)
H (-0.699, 0.358, -4.671)
H (-1.342, 1.993, -4.872)
H (-3.393, 1.294, -1.587)
H (-5.011, -0.969, -0.825)
H (-4.649, -2.862, 1.094)
H (-2.209, -2.394, 2.142)
C (0.200, -5.400, -1.659)
C (0.457, -3.891, -1.763)
C (-0.877, -3.162, -1.510)
C (0.822, -3.559, -3.220)
Si (1.854, -3.278, -0.586)
C (1.684, -3.963, 1.211)
C (0.227, -3.799, 1.667)
C (2.519, -3.164, 2.229)
C (2.076, -5.441, 1.333)
C (3.609, -3.653, -1.314)
C (3.969, -2.752, -2.511)
C (4.682, -3.391, -0.246)
C (3.750, -5.112, -1.773)
H (-0.530, -5.691, -2.425)
H (-0.223, -5.683, -0.692)
H (1.098, -6.003, -1.818)
H (-1.624, -3.543, -2.218)
H (-0.790, -2.087, -1.675)
H (-1.281, -3.305, -0.509)
H (-0.052, -3.753, -3.853)
H (1.642, -4.165, -3.605)
H (1.086, -2.504, -3.345)
H (-0.109, -2.765, 1.556)
H (0.149, -4.064, 2.730)
H (-0.474, -4.431, 1.119)
H (2.277, -2.100, 2.221)
H (3.590, -3.263, 2.075)
H (2.298, -3.548, 3.234)
H (1.532, -6.087, 0.644)
H (1.857, -5.787, 2.351)
H (3.145, -5.599, 1.164)
H (3.412, -3.004, -3.413)
H (5.033, -2.883, -2.739)
H (3.814, -1.690, -2.313)
H (4.614, -2.385, 0.179)
H (5.671, -3.485, -0.709)
H (4.642, -4.110, 0.574)
H (3.113, -5.342, -2.629)
H (3.521, -5.834, -0.984)
H (4.787, -5.290, -2.084)
C (1.435, 0.371, 5.628)
N (0.087, 0.499, 5.070)
C (-1.003, 0.785, 5.821)
C (-2.238, 0.932, 5.300)
C (-2.357, 0.805, 3.876)
N (-1.280, 0.578, 3.171)
C (-0.065, 0.373, 3.713)
O (0.873, 0.081, 2.950)
N (-3.511, 0.938, 3.228)
H (1.376, 0.483, 6.707)
H (2.074, 1.142, 5.205)
H (1.840, -0.605, 5.374)
H (-0.822, 0.876, 6.884)
H (-3.090, 1.141, 5.930)
H (-4.382, 0.953, 3.731)
H (-3.543, 0.645, 2.256)

## Properties
**<S²>**: 0.76
**HOMO energy (alpha / beta)**: -0.241 / -0.242 Ha
**Spin multiplicity**: 2
**HOMO-LUMO gap (alpha / beta)**: 6.32 / 6.39 eV

=====

Below is a 3-piece molecular cluster, C18H38BFN4O6S overall at a distorted geometry, with properties calculated with ωB97M-V/def2-TZVPD.

Positions of all 69 atoms, in Å:
C (3.330, 2.006, 2.365)
C (3.508, 0.922, 1.886)
C (3.681, -0.355, 1.202)
C (4.932, -0.388, 0.298)
S (5.179, -2.073, -0.230)
O (5.450, -2.847, 0.944)
O (6.092, -2.129, -1.316)
O (3.739, -2.491, -0.785)
C (2.675, -2.311, 0.141)
F (1.586, -2.868, -0.464)
C (2.439, -0.822, 0.403)
O (2.349, -0.248, -0.906)
N (2.425, 1.209, -0.879)
O (1.508, 1.671, -1.405)
B (1.073, -0.699, 1.249)
N (-0.161, -0.411, 0.599)
O (1.130, -0.882, 2.630)
H (3.198, 2.866, 2.979)
H (3.859, -1.112, 1.972)
H (4.860, 0.275, -0.558)
H (5.800, -0.174, 0.919)
H (2.866, -2.868, 1.060)
H (-0.366, -1.042, -0.171)
H (-0.929, -0.476, 1.261)
H (0.894, -1.790, 2.856)
C (-3.217, -3.985, 3.067)
C (-2.865, -3.679, 4.515)
N (-2.112, -2.446, 4.670)
C (-1.514, -2.292, 5.987)
C (-2.449, -2.166, 7.194)
C (-2.736, -1.258, 4.113)
C (-4.137, -0.870, 4.602)
H (-2.323, -3.974, 2.440)
H (-3.668, -4.975, 2.998)
H (-3.934, -3.272, 2.658)
H (-2.242, -4.492, 4.897)
H (-3.788, -3.690, 5.114)
H (-0.849, -1.425, 5.958)
H (-0.862, -3.156, 6.149)
H (-2.937, -1.193, 7.235)
H (-1.871, -2.274, 8.114)
H (-3.218, -2.939, 7.199)
H (-2.784, -1.384, 3.027)
H (-2.054, -0.417, 4.267)
H (-4.812, -1.726, 4.631)
H (-4.570, -0.137, 3.919)
H (-4.117, -0.415, 5.591)
C (-0.746, 4.394, -7.770)
C (0.137, 3.553, -6.861)
N (-0.048, 3.851, -5.453)
C (0.982, 3.285, -4.600)
C (1.096, 1.758, -4.518)
C (-1.411, 3.739, -4.962)
C (-2.130, 2.394, -5.128)
H (-0.617, 5.457, -7.559)
H (-0.476, 4.218, -8.812)
H (-1.803, 4.146, -7.662)
H (1.182, 3.764, -7.105)
H (-0.026, 2.488, -7.096)
H (0.850, 3.686, -3.592)
H (1.943, 3.680, -4.946)
H (0.289, 1.319, -3.933)
H (2.031, 1.488, -4.025)
H (1.104, 1.293, -5.505)
H (-2.011, 4.507, -5.456)
H (-1.411, 4.020, -3.906)
H (-2.004, 1.985, -6.132)
H (-3.201, 2.530, -4.964)
H (-1.786, 1.650, -4.411)

## Properties
**HOMO energy**: -0.296 Ha
**SMILES**: C#C[C@@H]1CS(=O)(=O)O[C@H](F)[C@@]1(ON=O)B(N)O.CCN(CC)CC.CCN(CC)CC
**HOMO-LUMO gap**: 7.71 eV

=====

Below is C4H11NdO3 as an isolated structure at a distorted geometry, with properties calculated with ωB97M-V/def2-TZVPD.

Positions of all 19 atoms, in Å:
C (-0.798, -0.430, 2.576)
H (-1.644, -0.546, 3.278)
H (-0.015, -0.553, 3.347)
H (-0.825, 0.629, 2.258)
O (-1.605, -1.527, 1.345)
Nd (-3.468, -2.086, -0.053)
H (-0.320, -1.454, 0.656)
O (0.794, -0.942, 1.062)
C (0.121, 0.489, -2.919)
O (0.734, -0.057, -1.782)
C (0.741, 0.816, -0.680)
C (1.441, 0.165, 0.495)
H (0.017, -0.314, -3.659)
H (-0.894, 0.874, -2.714)
H (0.711, 1.340, -3.304)
H (-0.301, 1.068, -0.407)
H (1.268, 1.758, -0.928)
H (1.607, 0.948, 1.257)
H (2.436, -0.177, 0.171)

## Properties
**<S²>**: 4.15
**HOMO energy (alpha / beta)**: -0.227 / -0.240 Ha
**Spin multiplicity**: 4
**HOMO-LUMO gap (alpha / beta)**: 5.96 / 6.01 eV

=====

Below is C4H7N3S as an isolated structure at a distorted geometry, with properties calculated with ωB97M-V/def2-TZVPD.

Positions of all 15 atoms, in Å:
C (2.574, -0.682, 0.430)
C (-0.374, 0.299, -0.095)
C (-1.838, 0.997, -0.203)
C (-2.636, -0.268, 0.238)
H (2.784, -0.075, 1.609)
H (2.087, -1.651, 0.890)
H (3.456, -1.188, -0.068)
H (2.355, 0.720, -0.983)
H (-2.015, 2.433, 0.276)
H (-2.372, 1.209, -1.547)
H (-3.671, 0.086, 0.677)
N (1.703, 0.020, -0.663)
N (0.685, 0.864, -0.129)
N (-2.236, -1.465, 0.220)
S (-0.501, -1.300, -0.653)

## Properties
**HOMO energy**: -0.330 Ha
**HOMO-LUMO gap**: 9.23 eV

=====

Below is C25H21N7O2Sm as an isolated structure at a distorted geometry, with properties calculated with ωB97M-V/def2-TZVPD.

Positions of all 56 atoms, in Å:
Sm (0.561, 0.468, 0.611)
C (-0.303, -2.063, 1.293)
N (0.482, -0.387, 2.720)
C (1.640, -1.022, 2.682)
C (2.813, -0.150, 2.003)
N (2.731, 0.468, 0.808)
C (3.915, 1.235, 0.684)
C (4.258, 2.154, -0.299)
C (5.608, 2.552, -0.362)
C (6.557, 2.026, 0.549)
C (6.168, 1.096, 1.534)
C (4.827, 0.724, 1.568)
N (4.168, -0.176, 2.439)
C (-0.410, -1.899, -0.345)
N (0.285, -0.387, -1.481)
C (-0.304, -1.007, -2.398)
C (-0.126, -0.208, -3.442)
C (-0.459, -0.715, -4.710)
C (-0.971, -2.029, -4.848)
C (-1.153, -2.850, -3.716)
C (-0.813, -2.317, -2.475)
N (-0.895, -2.906, -1.193)
H (-1.333, -2.324, 1.629)
H (0.301, -2.981, 1.476)
H (-0.486, -0.627, 2.895)
H (1.961, -2.084, 2.670)
H (1.625, -0.727, 3.751)
H (3.520, 2.548, -0.985)
H (5.922, 3.267, -1.111)
H (7.591, 2.343, 0.490)
H (6.882, 0.687, 2.236)
H (4.574, -0.723, 3.210)
H (0.264, 0.797, -3.318)
H (-0.326, -0.097, -5.588)
H (-1.225, -2.407, -5.829)
H (-1.544, -3.855, -3.807)
H (-1.224, -3.851, -0.950)
O (-2.269, -1.230, -0.895)
C (-2.585, -0.345, -0.110)
N (-1.795, 0.468, 0.611)
C (-2.585, 1.281, 1.333)
O (-2.269, 2.166, 2.118)
C (-3.983, 0.980, 1.065)
C (-5.153, 1.529, 1.553)
C (-6.356, 0.996, 1.079)
C (-6.356, -0.060, 0.143)
C (-5.152, -0.593, -0.330)
C (-3.983, -0.044, 0.157)
H (-5.118, 2.339, 2.271)
H (-7.300, 1.399, 1.437)
H (-7.300, -0.463, -0.215)
H (-5.117, -1.403, -1.049)
N (0.561, 4.071, 0.611)
C (0.561, 2.901, 0.611)
H (0.561, 5.082, 0.611)
H (0.561, -1.649, 0.611)

## Properties
**Charge**: +1
**<S²>**: 8.77
**HOMO energy (alpha / beta)**: -0.354 / -0.359 Ha
**Spin multiplicity**: 6
**HOMO-LUMO gap (alpha / beta)**: 6.11 / 6.23 eV

=====

Below is one molecule with the formula C5H13NOS at a distorted geometry, with properties calculated with ωB97M-V/def2-TZVPD.

Positions of all 21 atoms, in Å:
O (-1.724, 2.227, 1.040)
C (-1.505, 1.096, 1.858)
C (0.025, 0.848, 1.999)
N (0.803, -0.070, 1.084)
C (0.066, -0.838, 0.068)
C (0.199, -0.267, -1.361)
C (1.251, -0.842, -2.344)
S (1.418, -2.622, -2.117)
H (-2.674, 2.298, 0.870)
H (-2.052, 0.219, 1.500)
H (-1.741, 1.230, 2.921)
H (0.072, 0.342, 2.972)
H (0.628, 1.749, 2.120)
H (1.419, 0.623, 0.680)
H (0.426, -1.855, 0.201)
H (-1.000, -0.792, 0.319)
H (0.302, 0.816, -1.266)
H (-0.792, -0.360, -1.820)
H (2.195, -0.354, -2.087)
H (0.890, -0.473, -3.307)
H (1.793, -2.973, -3.331)

## Properties
**HOMO energy**: -0.316 Ha
**SMILES**: OCCNCCCS
**HOMO-LUMO gap**: 9.39 eV